(1)
DFT (wB97M-V/def2-TZVPD) results for one molecule with the formula C2H3NOS2 at a distorted geometry.

The calculation puts the HOMO energy (spin up / spin down) at -8.7 / -8.7 eV. As for the orbital gap (spin up / spin down): 7.5305 / 7.5320 eV. Its charge is 0. Its energy above the lowest of the compared OMol25 structures with the same formula, charge and spin is 2.7673 eV. The total energy is -27328.0097 eV.

Geometry as XYZ:
```
9
Properties=species:S:1:pos:R:3:forces:R:3:nbo_charge:R:1
S -0.3842 2.3810 1.4490 1.2752 -1.4550 0.2161 0.153
C -0.1867 0.7394 0.8307 -1.5966 0.0094 -1.6873 -0.578
H -1.5674 2.5893 0.9695 -1.3168 0.2073 -0.5755 0.124
N -0.2901 -1.5442 -0.5599 -0.0147 -0.1561 0.1199 -0.903
O 1.8215 -1.0210 -1.4811 -0.8332 -0.1174 0.3774 -0.597
H 1.4621 -2.8101 -0.6345 -1.2224 0.9730 -0.3862 0.127
H 0.7377 0.2495 1.0164 0.8771 -0.0062 0.4929 0.244
S -1.0884 -0.1886 -0.2674 2.2549 0.2481 0.9737 0.922
C 1.0413 -1.7811 -0.9311 0.5765 0.2969 0.4691 0.508
```
Positions in Å, forces in eV/Å.

(2)
DFT (wB97M-V/def2-TZVPD) results for a 4-piece molecular cluster, C11H27BN4O6 overall at a distorted geometry.

The calculation puts the HOMO energy at -8.9 eV. As for the orbital gap: 8.7124 eV. Its charge is 0. The total energy is -30768.9513 eV. Its SMILES is CB(O)OC(N)=O.CN(C)C=O.CN(C)C=O.CN(C)C=O.

Geometry as XYZ:
```
49
Properties=species:S:1:pos:R:3:forces:R:3:nbo_charge:R:1
H -0.4097 -4.8099 -2.8686 -0.0115 -0.0784 0.0075 0.215
H 0.6016 3.5368 1.1520 -0.0237 -0.1388 -0.0843 0.200
H 0.8928 6.0097 0.5374 -0.0026 -0.0690 -0.0050 0.201
O 3.5211 1.5600 -0.9956 -0.4026 -0.1624 -0.2230 -0.927
C 1.7634 6.0695 1.1854 0.1963 -0.0212 0.1422 -0.415
H 3.6946 3.5553 2.3245 -0.0355 0.0071 -0.0209 0.099
N -3.1403 -1.2438 2.0398 0.1040 -0.1196 0.0607 -0.426
H -3.6675 0.7766 1.9272 -0.0211 0.0485 -0.0789 0.213
C -4.2007 -1.7631 2.6821 -0.0770 -0.0716 0.0775 0.526
H -2.8727 -1.7843 -3.9651 0.0176 0.0032 0.0481 0.215
N 2.2905 4.7377 1.4232 -0.1400 -0.1366 -0.1449 -0.427
C -3.3173 -0.0226 1.2730 -0.1160 -0.0886 0.0578 -0.426
N -1.8970 -3.3402 -2.9571 -0.0843 0.0130 -0.1974 -0.413
C 4.2496 -0.6159 0.1498 -0.5772 0.7309 0.8149 -1.034
C -1.5608 -2.5565 -1.9287 -0.0902 0.0011 0.1425 0.521
H 1.6556 3.7006 -0.2748 -0.0666 -0.1348 -0.0114 0.188
O -5.3216 -1.2892 2.6743 0.0057 0.0428 -0.0529 -0.633
H -4.0677 -0.1806 0.4959 -0.0172 0.0866 0.0049 0.203
C 3.3739 4.6062 2.2064 0.1462 -0.0562 0.0877 0.529
H -1.8484 -2.7631 2.6947 -0.0742 0.0108 0.0191 0.206
O 3.9630 5.5249 2.7444 -0.0416 0.0426 -0.0290 -0.631
H 4.1056 -0.9743 1.1639 0.1025 -0.2664 0.1719 0.245
O 0.0281 0.8022 0.2017 -3.2847 2.0157 0.2927 -0.601
H 2.1437 2.6749 1.0825 -0.0870 0.3352 0.0847 0.226
H 1.4823 6.5315 2.1327 -0.0143 0.0797 -0.0505 0.213
O -0.9295 -2.9264 -0.9460 -0.2412 -0.0611 -0.4363 -0.653
H -1.8427 -5.2385 -3.8307 -0.0316 0.0584 -0.0278 0.208
H -1.9216 -5.2276 -2.0544 0.0416 -0.0619 -0.0216 0.221
H -3.9598 -2.6890 3.2339 0.0306 0.0184 -0.0115 0.101
H -1.1104 -1.1567 2.5161 0.0917 -0.1027 0.0026 0.193
H -1.9118 -1.5159 -2.0418 -0.0075 -0.0140 -0.0010 0.117
H 0.1324 -1.2662 -0.7070 0.1030 -0.4985 0.4921 0.412
H 1.7249 -1.2789 -0.9747 0.3988 -0.3319 0.4857 0.369
C 1.0075 0.1671 0.2237 1.3257 -0.7692 0.2122 0.885
H -2.0656 -2.9709 -5.0074 -0.0766 0.0429 -0.0515 0.200
H -1.5152 -2.1214 1.0741 0.1659 -0.0797 0.1187 0.224
B 3.2677 0.6048 -0.0479 1.0078 -0.8061 0.5291 1.213
C 1.6370 3.5914 0.8118 -0.0186 0.6720 0.1463 -0.403
C -1.4958 -4.7388 -2.9305 0.0485 0.0910 0.1766 -0.419
H 5.2867 -0.3450 0.0179 0.2608 -0.0722 -0.3307 0.248
H 3.0301 1.3810 -1.8050 0.0174 0.4987 -0.1421 0.508
H 3.9553 -1.4304 -0.5025 0.1666 -0.2098 -0.3126 0.242
H -3.5857 -3.3922 -4.1870 -0.0268 0.0632 -0.0775 0.204
H 2.5266 6.6917 0.7157 -0.0589 0.0721 0.0144 0.211
N 1.0310 -1.1273 -0.2483 0.3742 0.1217 -0.9943 -0.836
C -1.8258 -1.8616 2.0857 -0.1071 0.3289 -0.1686 -0.411
H -2.3731 0.2672 0.8177 0.0425 -0.0403 0.0496 0.223
C -2.6490 -2.8408 -4.0944 0.0900 -0.2284 0.0626 -0.400
O 2.1244 0.6822 0.7797 0.9982 -0.7652 -0.8283 -0.726
```
Positions in Å, forces in eV/Å.

(3)
DFT (wB97M-V/def2-TZVPD) results for a 11-piece molecular cluster, C31H77N7O26 overall at a distorted geometry.

The calculation puts the HOMO energy at -9.3 eV. As for the orbital gap: 9.3086 eV. Its charge is 0. The total energy is -97032.5490 eV. Its SMILES is C[N+](=O)[O-].C[N+](=O)[O-].C[N+](=O)[O-].C[N+](=O)[O-].C[N+](=O)[O-].C[N+](=O)[O-].C[N+](=O)[O-].COCCOCCOC.COCCOCCOC.COCCOCCOC.COCCOCCOC.

Geometry as XYZ:
```
141
Properties=species:S:1:pos:R:3:forces:R:3:lowdin_charge:R:1
O 19.0167 2.5471 20.8679 0.4724 1.1147 -0.3016 0.004
H 15.8485 0.6464 18.8001 -0.6878 -0.7933 0.3946 0.125
H 15.0138 3.6402 19.6848 0.1922 -0.6341 0.0545 0.101
O 17.3069 1.8564 17.2335 0.3231 -0.2607 -0.5396 0.055
H 13.9065 2.1875 23.2358 0.7594 -0.5426 -0.9102 0.107
H 19.8678 0.9938 22.7676 0.3635 -0.4547 0.1701 0.087
O 14.8353 6.8701 23.0752 1.4495 0.1443 -1.2363 -0.192
H 25.1810 6.5566 22.4637 0.5533 -1.3693 -0.7204 0.150
O 20.8696 5.9596 17.1258 0.1828 0.4466 -0.0264 0.062
C 15.4786 4.8691 18.0216 0.3290 -0.5667 1.7396 -0.182
H 16.3275 -0.2511 21.0209 -0.1588 0.3222 0.1560 0.132
O 14.2956 5.6256 18.2533 0.1049 0.2699 -1.2505 -0.198
C 23.7958 5.4371 19.0517 0.1869 -0.0265 -1.1553 -0.214
H 16.3058 8.2130 23.8021 -1.2275 -0.2490 0.3694 0.101
H 15.6768 -4.6068 18.6652 -1.2306 -1.1212 0.0611 0.097
H 20.4085 -0.7780 23.0319 0.4374 1.6970 -0.3905 0.129
H 18.5430 4.5441 19.4672 1.2299 0.5186 0.5170 0.089
O 21.2748 0.0568 20.2549 -0.1442 -0.0918 0.1729 0.054
H 21.1825 -1.6689 16.0321 -0.1460 0.0048 0.6791 0.103
C 24.4441 6.1339 20.2047 -1.7609 0.7692 1.0044 -0.230
O 24.0963 4.7551 23.6719 -0.6614 -0.0989 0.1241 -0.221
H 21.8960 3.4913 16.7055 0.2503 0.5678 -1.1275 0.101
H 19.3141 -0.0851 18.1385 -0.0747 -1.1138 0.7846 0.082
N 20.4529 4.8941 16.7362 -0.9776 0.3895 0.9479 -0.437
C 12.9524 -0.4492 19.0152 0.2368 -1.0443 0.3100 -0.171
O 21.4237 0.4556 14.9336 -0.6886 0.3824 -1.3826 0.079
C 16.5210 -1.9734 15.0225 3.4534 -1.5100 0.2947 0.048
C 14.7148 2.0667 22.4594 -0.7424 1.0121 -0.4803 -0.092
H 22.3349 -1.0667 17.4207 -0.4171 -0.7275 0.8992 0.082
O 19.3510 4.4521 17.0520 0.5675 -0.1361 -0.3914 0.030
C 15.9184 6.3345 22.2861 0.2586 0.1732 0.0466 -0.199
H 16.6483 7.1363 21.9504 -0.7516 -0.6396 0.5863 0.138
H 22.4426 3.9527 24.6066 0.0163 -0.1309 -0.1511 0.087
N 19.3388 3.7049 21.1823 -1.4702 -1.1611 0.4171 -0.408
C 19.3984 4.7558 20.1586 -0.5082 -1.1893 -1.0305 0.058
H 15.1741 3.5384 12.9685 0.1627 0.7980 -0.2343 0.116
H 21.6228 0.6051 22.6953 0.6217 -0.0115 0.0188 0.072
C 12.0760 0.2803 20.0341 -1.3881 1.3823 0.6103 -0.155
H 16.5722 -0.0288 10.5946 -0.0999 -0.2918 0.3592 0.135
C 15.9373 4.0937 19.3174 -1.7094 2.3237 -0.4167 -0.142
H 17.3210 -2.2443 10.3402 -0.9419 -1.0552 0.3264 0.109
N 17.2580 -3.5439 18.5964 -0.0536 1.2730 0.2939 -0.428
H 15.7233 -3.3604 19.9101 -0.4030 0.2627 1.2935 0.094
H 22.9365 -1.6742 15.8729 -0.4739 0.6672 0.2155 0.116
H 16.7265 -2.1092 13.9608 -0.3729 0.2375 -0.0287 0.072
H 20.6389 3.4042 15.4287 0.5810 -0.1470 -0.4811 0.093
O 16.4066 4.9859 20.3433 -0.3334 -0.0160 0.0685 -0.161
H 26.1447 4.7300 24.0107 0.2242 -0.1014 0.3944 0.114
H 15.8068 -1.2326 15.2266 -0.8092 0.8408 0.4132 0.080
C 15.0318 0.5361 19.5698 1.5091 -1.0139 -0.3744 -0.167
H 14.8419 6.3824 20.3954 0.1606 -0.0301 0.1669 0.127
H 13.5023 5.6511 16.2914 0.1149 -0.5828 -0.3957 0.073
H 14.4968 2.8321 21.6225 0.2154 -1.2738 1.1418 0.084
C 21.3556 4.0663 15.9134 -1.3718 -0.8904 1.2061 0.065
O 17.9025 4.1910 13.7486 -0.1445 0.4281 -0.1178 -0.203
H 18.9334 1.5506 18.9664 -0.2359 -0.8083 -0.2787 0.076
O 18.5252 0.5593 15.9439 -0.6786 1.3286 1.6671 0.027
H 26.7437 5.8510 21.9655 0.3522 -0.2152 0.5015 0.119
H 15.6725 2.3134 22.9084 0.1833 0.4323 0.2053 0.081
H 14.7394 6.9502 16.6075 -0.6430 -0.8675 0.4517 0.106
H 16.4237 3.7855 15.1430 -0.4489 0.1527 -0.0054 0.105
H 16.2823 5.5048 17.7221 0.7183 0.7364 -0.2915 0.114
H 15.8389 -2.6843 11.4416 1.0593 0.3283 -0.1625 0.112
C 19.2215 0.9654 18.0825 1.8781 1.5415 0.7810 0.017
O 12.1536 1.7536 20.2120 0.7001 -1.4155 -0.9525 -0.219
H 22.5147 2.4157 19.7152 0.2885 0.3852 -0.4557 0.061
H 25.5359 3.5176 22.8220 0.1179 0.4539 0.1669 0.130
H 12.4375 -1.4147 18.8583 0.4343 0.0788 0.3996 0.127
C 22.0833 -1.1799 16.3913 1.0106 0.0305 -0.9747 0.066
H 17.5568 2.5541 14.7718 -0.1285 -0.7929 -0.1583 0.081
H 16.5499 5.7244 13.5851 -0.9130 0.3519 0.3630 0.068
H 19.3972 5.7302 20.6103 -0.2216 0.1497 0.2654 0.107
H 12.2789 -0.1609 21.0119 0.3239 0.2753 -0.0277 0.125
O 25.2539 5.1873 20.8278 -0.1580 -0.3736 0.5210 -0.157
C 11.7115 2.4133 19.0277 -0.5163 -1.8000 -0.2099 -0.115
H 18.0977 6.1033 12.9481 0.2598 -0.3736 -0.2613 0.085
N 16.0824 -3.3273 15.4846 -1.1183 0.4057 -0.4591 -0.432
O 19.2051 -0.3467 20.8371 2.0401 0.1054 -0.0550 0.025
H 17.0861 0.7486 13.4392 -0.2669 0.2569 0.4384 0.111
H 15.2965 -2.9465 18.2578 -1.1767 1.4642 -1.2384 0.052
C 17.0480 0.9630 12.3775 0.5295 1.4198 0.8195 -0.193
H 16.9861 4.9268 12.0373 0.3836 0.7214 0.6254 0.100
O 14.3041 -0.7336 19.5073 -1.0191 2.0681 -0.8589 -0.132
H 23.3839 6.1898 18.3588 -0.1374 -0.4128 0.2655 0.124
O 14.8280 0.7358 21.9784 -1.0536 0.4279 0.6353 -0.167
H 23.5574 2.8107 23.7423 -0.3997 -1.4996 -0.8397 0.045
C 16.9250 3.2917 14.3098 0.4761 1.2874 -1.2307 -0.166
N 21.9960 0.2445 15.9590 -0.0805 -1.3698 -0.6387 -0.469
O 22.4906 1.0875 16.6506 0.7895 1.0098 1.2296 0.043
C 16.9442 -2.4560 11.3793 0.0614 0.0141 -1.6895 -0.133
H 12.3238 2.1801 18.1311 -0.0565 0.0899 0.4746 0.084
O 17.3400 -1.3111 12.0439 -1.0318 1.5788 1.2233 -0.224
H 16.3768 1.5049 20.8915 0.3662 0.3255 -0.0793 0.104
H 18.0673 0.9915 12.0931 1.2777 0.4127 -0.3342 0.129
H 15.3603 -0.3663 11.9132 2.1105 -0.1024 -0.1671 0.168
H 16.4551 5.5967 22.9269 -0.0377 0.3235 -0.5389 0.133
H 14.4574 1.4055 19.3992 -1.4305 0.6477 -0.1227 0.084
H 14.6301 4.9632 21.3851 -0.9949 -0.9864 0.2422 0.096
H 24.0670 3.4529 25.3053 -0.9843 0.0796 -0.8271 0.106
O 19.5643 4.0051 22.3179 0.5470 0.3930 1.0831 0.084
N 20.3892 -0.0545 21.0755 -1.9767 0.0739 0.4476 -0.416
H 10.9650 0.1195 19.8962 1.0768 -0.2839 -0.4949 0.131
C 25.6941 5.5904 22.0899 -0.3685 1.0601 1.6315 -0.194
C 15.7047 0.6558 20.9004 0.8250 -1.1169 -0.1423 -0.227
O 16.9622 -4.1471 15.6196 -0.5246 -0.2964 0.0943 0.056
H 23.5745 6.4200 20.8933 1.1960 -0.0026 -0.5501 0.155
H 22.8707 3.3755 21.1464 0.6390 -0.0497 -1.0518 0.092
C 25.4271 4.5508 23.2190 -0.4849 0.0279 -1.2612 -0.192
H 25.0359 7.0550 19.9380 -0.6241 -0.7449 -0.0748 0.145
C 23.1484 3.2475 20.0528 -1.3620 1.5680 1.0322 -0.030
H 13.1061 6.9981 17.3075 -0.0464 0.0376 0.1603 0.080
C 15.4108 7.6064 24.1474 0.6839 -0.5669 -0.9038 -0.113
H 20.3794 4.5373 19.7563 0.1720 0.3729 -0.8237 0.080
O 14.8632 -3.5317 15.6038 1.5889 0.1223 0.1333 0.033
O 16.4474 2.2495 12.0780 0.1242 -1.4246 0.6937 -0.101
C 20.6336 0.2332 22.5450 -1.3978 -1.3809 -0.3356 0.059
H 16.7243 3.4012 19.0804 0.2053 -0.3771 -0.0667 0.089
N 18.2930 1.1756 17.0129 -0.5401 -0.6211 -2.1816 -0.383
O 17.8974 -4.3700 19.1997 0.7756 -0.0951 -0.2419 0.074
H 21.8563 4.7701 15.2748 0.6877 -0.2694 -0.1535 0.102
C 13.9062 6.3148 17.0360 0.7445 0.8584 1.0567 -0.082
C 16.5147 -0.2123 11.6916 -2.6398 -0.5938 -1.4032 -0.232
H 24.6341 4.9432 18.5357 -0.3865 -0.2997 -0.2004 0.130
H 12.9944 -0.0737 17.9914 0.0850 0.6697 0.1472 0.116
C 15.3457 5.6647 21.0505 0.9396 0.5024 -0.4066 -0.168
H 15.2674 2.0892 13.7641 -0.3833 -0.9747 0.4721 0.112
O 17.6927 -2.6794 17.8500 0.1379 -0.3983 0.3664 0.036
H 10.6772 2.0466 18.8051 0.5033 0.5370 0.0004 0.095
O 22.7336 4.5203 19.3679 1.1544 -1.1871 0.4747 -0.218
H 20.2413 1.3327 17.8261 -0.7719 -0.1017 -0.3588 0.103
C 15.7998 -3.5823 18.8878 2.0310 -1.1792 -0.3217 0.070
H 14.5765 8.1695 24.5135 0.0437 0.6211 0.6686 0.080
C 23.4558 3.6496 24.3632 2.5133 1.9400 1.3012 -0.069
H 17.5238 -3.2468 11.8108 0.1455 -0.7345 0.0783 0.081
C 17.3585 5.3071 13.0251 0.0475 -1.5247 -0.3205 -0.090
H 17.5926 -1.8437 15.4640 -2.2840 0.1677 -0.4711 0.121
H 15.3286 4.1590 17.2361 -0.2485 -0.7466 -0.6417 0.098
H 24.2122 3.0380 19.9679 -0.0972 0.0984 -0.2104 0.083
H 15.7951 6.8710 24.8557 -0.0227 0.2214 0.5034 0.083
C 15.8960 2.7946 13.2623 0.5067 0.1665 0.5379 -0.197
H 11.7323 3.4603 19.1982 -0.0512 0.9159 0.2199 0.071
```
Positions in Å, forces in eV/Å.

(4)
DFT (wB97M-V/def2-TZVPD) results for a 2-piece molecular cluster, C4H12NPS overall at a distorted geometry.

The calculation puts the HOMO energy (spin up / spin down) at -7.7 / -7.8 eV. As for the orbital gap (spin up / spin down): 6.4777 / 6.5035 eV. Its charge is 0. Its energy above the lowest of the compared OMol25 structures with the same formula, charge and spin is 3.5103 eV. The total energy is -25953.5401 eV.

Geometry as XYZ:
```
19
Properties=species:S:1:pos:R:3:forces:R:3:nbo_charge:R:1
H -3.1285 0.8997 -0.0145 0.7689 -1.0819 -0.6242 0.185
C 2.6974 0.9728 -1.3420 -1.5247 -2.2772 -1.4592 -0.625
H 3.6980 0.7519 -1.5709 1.3477 -0.8805 -0.5405 0.208
H -2.4970 -0.1753 2.3417 -0.9832 1.3596 0.8767 0.193
H -1.2208 -1.2865 2.1660 0.4152 -1.0999 0.9868 0.203
H 1.9235 0.3239 -1.9791 1.8380 1.2193 1.3898 0.220
C 2.4280 0.8241 0.0896 0.8621 -2.1078 0.5854 -0.486
H -3.1015 -0.7929 -0.6021 0.3045 0.6746 -0.9323 0.167
N -1.4447 -0.2366 0.5341 1.8597 -0.0043 -3.0660 -0.622
S 2.5593 -1.0271 0.5079 -0.9021 0.2281 -0.5446 0.012
C -2.0529 -0.8483 1.6838 -0.3403 -2.1628 -2.9778 -0.404
H 2.5930 1.9366 -1.6696 -0.6504 2.7136 -0.7055 0.215
P 1.1631 -1.9161 -0.6235 0.8927 -0.0027 0.5379 0.031
H -2.8214 -1.6005 1.2418 0.8729 0.6331 1.5154 0.148
H -0.7573 -0.9321 0.0045 -1.7622 1.7371 1.7847 0.332
H 3.0483 1.2953 0.8298 0.6383 0.3918 -0.0738 0.218
C -2.4448 0.1088 -0.5028 -1.7396 0.7926 2.8820 -0.430
H 1.4481 1.0685 0.2833 -2.3491 0.5154 0.7241 0.222
H -2.0897 0.6338 -1.3782 0.4515 -0.6480 -0.3588 0.213
```
Positions in Å, forces in eV/Å.

(5)
DFT (wB97M-V/def2-TZVPD) results for C4H13N2OS as an isolated structure at a distorted geometry.

The calculation puts the HOMO energy (spin up / spin down) at -9.5 / -9.4 eV. As for the multiplicity: 2. As for the orbital gap (spin up / spin down): 10.2694 / 6.8261 eV. Its charge is 0. Its energy above the lowest of the compared OMol25 structures with the same formula, charge and spin is 2.6682 eV. The total energy is -20217.1976 eV.

Geometry as XYZ:
```
21
Properties=species:S:1:pos:R:3:forces:R:3:lowdin_spin:R:1
O -4.3252 0.5759 1.3713 0.1580 -0.1676 -0.2912 0.005
H -4.1477 0.6410 0.4141 -0.2163 0.1573 0.3481 0.004
H 3.7136 0.7204 0.2895 -0.0555 0.1871 0.2106 0.000
H -1.1444 -1.9398 -1.0403 -0.4699 0.5659 -0.2436 0.007
H -1.7108 0.8034 0.6144 -0.3059 0.2064 0.0511 0.005
H 0.3462 -1.9579 -0.5313 0.3380 0.2574 0.3647 0.000
H 1.8825 -0.1230 -0.8064 2.3791 0.4428 -4.0716 0.000
N -0.5159 -1.4355 -0.4305 -0.2000 -0.5888 0.5641 0.008
C 3.3440 -0.2502 0.6310 0.1324 0.2859 0.0196 0.000
C -1.4815 0.8688 -0.4482 0.6644 -0.5665 0.4419 0.102
H -0.2054 0.0432 -1.8462 0.7865 0.3901 0.0944 -0.001
N 2.2879 -0.7920 -0.1921 -1.9394 0.0271 1.1595 0.001
H -3.9576 -0.2890 1.5844 -0.0928 0.0108 0.2017 0.001
H 4.2040 -0.9174 0.6127 -0.0952 -0.2469 -0.1849 0.000
H -1.1446 1.8795 -0.6871 -0.4111 0.2576 -0.0257 0.028
S -2.8946 0.4488 -1.4634 0.2016 0.1703 -0.0955 0.830
H 3.0196 -0.2043 1.6747 0.1164 0.2395 0.0756 0.000
C -0.2809 -0.0311 -0.7474 -0.3431 -1.2257 -1.4012 0.009
H 0.7999 0.1834 1.0850 -0.3920 0.2720 0.0933 0.000
C 0.9421 0.3699 0.0241 -0.4733 -0.5299 2.9513 0.000
H 1.2688 1.4056 -0.1082 0.2180 -0.1448 -0.2623 0.000
```
Positions in Å, forces in eV/Å.